The following is a DFT calculation (ωB97M-V/def2-TZVPD) of 11 unconnected molecules or ions with the total composition C66H198N33O11P11.

Structure (XYZ):
```
319
Properties=species:S:1:pos:R:3:forces:R:3
C -20.92897 -8.41684 35.47373 0.294 -0.140 1.503
N -20.29463 -8.31991 36.83888 1.776 1.421 -1.701
C -21.15699 -8.70995 37.92375 0.195 0.358 0.993
P -19.06740 -7.06541 37.16457 -2.267 0.792 -2.279
O -18.19040 -7.33153 38.31375 -0.363 0.013 -0.134
N -18.32735 -6.71134 35.61282 -2.204 -1.564 0.058
C -17.77994 -7.75235 34.69823 0.086 0.380 2.014
C -17.55384 -5.51632 35.56825 0.914 0.334 0.478
N -19.95049 -5.57507 37.30472 -0.141 0.212 -0.180
C -21.00678 -5.20562 36.29543 0.620 -0.324 0.862
C -20.10550 -4.90850 38.62454 -0.179 -0.433 -0.684
H -20.67208 -7.58750 34.81471 -0.022 -0.056 0.196
H -22.00452 -8.45921 35.64543 -0.127 0.227 -0.283
H -20.64430 -9.36151 35.01042 0.081 -0.041 -0.121
H -20.55115 -8.78639 38.82664 -0.015 -0.260 0.056
H -21.70225 -9.64218 37.77632 0.451 -0.236 -0.337
H -21.93363 -7.98336 38.16251 -0.220 0.457 -0.170
H -18.47823 -8.58868 34.66593 0.301 -0.036 -0.261
H -17.51124 -7.36037 33.71728 -0.518 0.194 -0.004
H -16.83611 -8.03694 35.16329 0.250 -0.699 -0.235
H -16.61961 -5.71689 36.09272 0.486 0.426 0.201
H -17.26897 -5.28030 34.54295 -0.281 0.118 -0.158
H -18.06022 -4.67762 36.04602 0.024 -0.060 -0.137
H -21.29388 -4.15550 36.34949 0.847 0.360 0.045
H -20.65320 -5.44507 35.29256 -0.122 0.027 0.150
H -21.99107 -5.63640 36.47907 0.029 -0.889 0.044
H -19.15986 -4.59109 39.06399 0.125 -0.679 0.090
H -20.70310 -5.56636 39.25560 0.255 0.242 0.580
H -20.64280 -3.96520 38.52666 -0.254 -0.108 -0.403
C -8.49222 -1.26583 25.56479 -1.051 -0.346 -0.748
N -9.92398 -1.54908 25.86649 -0.306 0.249 2.149
C -10.83180 -1.98472 24.74915 1.068 0.609 1.166
P -10.22005 -1.94800 27.52551 -1.769 2.256 0.779
O -9.71797 -3.26784 28.01296 -0.590 1.274 -0.260
N -9.62380 -0.61574 28.52731 0.918 -0.304 -1.290
C -10.07567 0.78979 28.32046 -0.269 -1.213 0.636
C -9.07687 -0.84498 29.90339 -1.040 -1.344 -1.314
N -11.95314 -1.64438 27.75321 2.671 -1.193 -1.313
C -12.70901 -0.59761 27.10275 0.220 0.080 0.245
C -12.59303 -2.33425 28.84460 0.107 -0.502 -1.001
H -7.87007 -1.08264 26.44084 -0.427 -0.140 0.162
H -8.44542 -0.37914 24.93258 0.085 0.067 -0.084
H -8.08840 -2.11123 25.00773 0.282 -0.026 -0.010
H -10.68285 -1.30583 23.90950 0.274 -0.122 -0.121
H -11.87432 -1.84369 25.03440 0.153 -0.375 0.158
H -10.60277 -3.01597 24.48050 -0.227 -0.022 -0.230
H -11.05291 0.92057 28.78523 -0.041 0.257 0.454
H -9.32323 1.39270 28.82881 -0.223 0.377 -0.282
H -10.25915 1.13268 27.30220 0.635 -0.470 -0.248
H -8.79916 0.08119 30.40657 0.224 -0.090 -0.344
H -9.83524 -1.35245 30.49960 -0.318 0.246 0.394
H -8.29795 -1.60567 29.85110 0.454 0.434 0.023
H -12.14852 -0.21194 26.25116 -0.191 -0.007 -0.025
H -13.69680 -0.96319 26.82220 0.015 -0.058 -0.275
H -12.86622 0.23826 27.78444 -0.098 0.262 0.137
H -13.50837 -2.76039 28.43391 -0.522 0.252 0.489
H -12.77024 -1.66490 29.68643 -0.123 -0.167 0.299
H -11.97839 -3.20502 29.07281 0.103 0.154 0.570
C -18.28361 -11.32401 27.87239 0.455 -0.553 -0.302
N -18.97686 -12.49791 27.28065 -1.002 0.727 -0.667
C -18.52261 -13.78701 27.88957 -1.322 0.762 -0.293
P -20.68548 -12.32178 26.97444 -0.191 0.042 -0.676
O -21.56363 -12.28952 28.18750 0.658 0.023 -1.361
N -20.94948 -10.91388 25.98449 0.876 0.666 -0.304
C -22.32513 -10.33572 25.88678 0.760 -0.724 1.089
C -20.07589 -10.59110 24.81920 -0.179 -0.966 -0.052
N -20.99278 -13.62554 25.93186 0.826 -0.798 -0.300
C -22.39297 -14.05915 25.53618 2.576 -0.063 1.370
C -19.97968 -14.03501 24.88216 -0.973 0.013 1.411
H -18.11988 -10.52529 27.14897 -0.346 -0.011 -0.089
H -17.28373 -11.66626 28.13924 0.029 0.015 0.059
H -18.69324 -10.89597 28.78732 -0.487 -0.244 -0.014
H -18.69350 -13.64192 28.95626 0.468 -0.695 0.213
H -17.50937 -14.07718 27.61160 0.256 0.627 0.191
H -19.12781 -14.61438 27.51904 -0.335 0.167 0.191
H -22.36281 -9.25551 25.74596 0.619 0.084 0.032
H -22.94178 -10.75898 25.09389 0.089 -0.386 -0.103
H -22.75756 -10.54514 26.86518 -0.414 0.027 -0.171
H -19.03005 -10.85926 24.96888 0.050 0.319 0.557
H -20.29441 -11.15363 23.91150 -0.624 -0.496 -0.101
H -20.15423 -9.57236 24.43955 -0.037 0.332 0.828
H -22.37841 -15.14152 25.66412 -0.231 -0.153 -0.314
H -23.05926 -13.69315 26.31733 -0.392 0.453 -0.711
H -22.48422 -13.81308 24.47824 -0.907 0.289 0.202
H -20.08846 -13.37076 24.02482 0.445 -0.207 -0.187
H -20.14294 -15.07791 24.61050 -0.608 0.019 -0.266
H -18.97255 -14.10866 25.29247 -0.010 0.826 -0.074
C -12.78450 -14.77679 33.70079 -0.092 -0.560 0.680
N -12.93490 -15.51107 32.44854 -0.252 0.772 -1.144
C -11.65391 -15.82220 31.80688 -0.573 -0.735 1.251
P -14.37446 -15.38386 31.59224 0.912 -0.067 -0.953
O -15.46650 -15.70368 32.55690 0.287 0.774 -1.623
N -14.31673 -13.84691 30.70648 -1.150 -1.681 1.548
C -15.48977 -13.43327 29.90367 0.357 -1.077 0.331
C -13.16579 -13.00789 30.59443 0.647 0.932 -0.181
N -14.18203 -16.51305 30.30259 -1.375 -0.624 0.281
C -13.40321 -16.25381 29.08309 -0.023 0.586 1.067
C -15.06157 -17.70540 30.22322 0.919 -0.720 1.745
H -11.74507 -14.87940 34.01245 0.012 0.241 -0.015
H -13.36460 -15.26044 34.48671 -0.228 0.037 -0.037
H -13.05063 -13.71989 33.71627 -0.014 0.121 -0.424
H -11.71204 -16.72388 31.19721 -0.244 0.450 -0.437
H -11.10793 -16.19652 32.67284 0.876 0.368 -0.288
H -11.20139 -14.95084 31.33354 0.341 -0.228 -0.158
H -16.32941 -14.05802 30.20830 -0.160 0.191 0.114
H -15.75468 -12.37843 29.97609 0.207 0.080 0.427
H -15.34914 -13.63664 28.84208 0.247 -0.025 -0.311
H -12.55795 -12.75822 31.46407 -0.537 -0.444 0.825
H -12.38793 -13.35205 29.91282 -0.134 -0.186 -0.659
H -13.54306 -12.03821 30.26963 0.252 0.163 -0.349
H -12.33853 -16.28959 29.31389 0.175 0.370 -0.046
H -13.51148 -17.03056 28.32610 -0.659 0.217 0.041
H -13.68937 -15.25070 28.76692 0.337 -0.070 -0.733
H -14.56456 -18.48900 29.65136 -0.276 0.360 -0.757
H -16.13246 -17.61116 30.04319 0.151 0.603 -0.785
H -15.06917 -18.22896 31.17922 0.047 0.346 0.543
C -14.91418 -5.56656 24.75312 -1.853 -0.375 -0.613
N -14.75164 -4.36821 25.50874 1.209 1.810 1.092
C -13.42535 -4.45484 26.25725 -1.141 0.646 -0.359
P -16.02841 -3.28157 25.95836 -0.979 -3.020 0.042
O -15.65190 -2.01243 26.60147 0.456 -0.300 0.423
N -16.87776 -3.04104 24.51634 0.128 -0.632 -1.192
C -16.04503 -2.71100 23.33568 -0.418 -0.027 0.315
C -18.25225 -2.49148 24.50561 0.561 -0.602 1.575
N -17.06378 -4.26336 26.99137 0.463 0.673 0.307
C -17.50400 -5.67368 26.63940 0.595 1.304 -0.210
C -17.81587 -3.56170 28.07640 -0.740 -0.352 -1.045
H -15.85448 -5.48805 24.20744 -0.009 -0.101 -0.311
H -15.06919 -6.43520 25.39308 0.449 -0.299 -0.026
H -14.12349 -5.73687 24.02244 0.174 0.050 0.126
H -12.86561 -5.31569 25.89155 -0.337 -0.122 -0.051
H -13.59015 -4.58834 27.32641 0.073 0.114 -0.021
H -12.76187 -3.60951 26.07470 -0.369 0.270 0.187
H -16.64594 -2.25710 22.54765 -0.203 0.291 0.300
H -15.26309 -2.01646 23.64274 0.244 -0.050 -0.382
H -15.65426 -3.60642 22.85233 0.383 -0.060 0.318
H -18.24099 -1.44128 24.79726 -0.179 0.159 -0.134
H -18.86998 -2.63817 23.61962 0.742 -0.126 -0.424
H -18.77141 -3.06071 25.27668 -0.251 0.243 0.213
H -17.77566 -5.67313 25.58380 0.056 -0.317 -0.060
H -16.72582 -6.41078 26.83750 0.261 0.164 -0.170
H -18.36266 -6.05779 27.19008 -0.186 0.738 0.257
H -17.28433 -2.80598 28.65473 0.494 -0.301 -0.273
H -18.30883 -4.26307 28.74959 0.561 -0.357 0.104
H -18.67471 -3.06025 27.63028 -0.179 0.418 -0.049
C -13.37347 -4.08979 35.59414 0.809 -1.000 -0.565
N -12.35461 -3.70035 34.61606 1.814 0.311 -0.827
C -12.76156 -2.62496 33.64525 -0.032 -0.701 0.796
P -10.85462 -4.63186 34.37899 -0.401 1.026 -0.123
O -10.98751 -5.96321 33.70578 0.234 1.540 0.242
N -9.80164 -3.50095 33.66041 -0.671 0.716 0.299
C -8.92841 -3.79935 32.52237 -0.991 -0.342 0.170
C -9.51493 -2.17722 34.32622 0.475 -1.578 -0.243
N -10.12524 -4.83110 35.87827 -1.835 0.676 0.959
C -10.19024 -3.76184 36.89207 0.511 -0.919 -0.298
C -8.94857 -5.66297 35.95778 -0.992 -1.138 -0.308
H -14.30644 -4.28551 35.06560 -0.117 -0.341 0.085
H -13.62172 -3.45647 36.44584 0.445 0.839 -0.207
H -12.95546 -4.98940 36.04587 -0.571 -0.278 0.050
H -12.80700 -1.66719 34.16365 0.250 0.190 -0.066
H -13.77120 -2.78989 33.26907 -0.233 -0.407 0.185
H -12.16356 -2.55107 32.73693 0.471 -0.152 0.414
H -8.74900 -4.87326 32.47096 0.011 0.016 -0.100
H -9.46191 -3.48830 31.62419 0.524 0.024 -0.415
H -7.97038 -3.29113 32.63192 -0.061 0.064 -0.032
H -10.31540 -1.87586 35.00190 0.012 0.117 -0.382
H -8.60013 -2.29229 34.90759 0.054 -0.078 0.413
H -9.21299 -1.40915 33.61418 -0.755 0.016 -0.370
H -9.24800 -3.21524 36.85304 -0.128 0.508 0.130
H -11.06334 -3.12651 36.74327 0.225 -0.005 0.030
H -10.22765 -4.22966 37.87587 -0.212 0.023 0.145
H -9.20065 -6.58925 35.44149 0.371 0.120 -0.638
H -8.83057 -6.07234 36.96107 0.380 0.690 0.365
H -8.06479 -5.18986 35.52976 0.266 -0.051 0.224
C -23.40060 -8.03835 32.23330 0.099 -0.311 -0.013
N -22.79473 -6.74947 32.03274 3.058 -0.150 -0.488
C -23.53004 -5.62777 32.52692 -0.278 0.513 -1.771
P -21.65205 -6.51011 30.74703 -0.085 0.172 0.264
O -22.26580 -6.31291 29.38374 1.069 -0.041 1.878
N -20.64732 -5.18647 31.24574 -0.306 -0.933 -0.442
C -20.10413 -4.88576 32.54879 -1.301 -1.428 0.721
C -20.66989 -4.01746 30.42942 -0.566 0.671 -1.120
N -20.62262 -7.82433 30.79536 0.611 -0.500 0.683
C -20.63601 -8.86700 29.76162 -1.165 -0.013 0.446
C -19.86402 -8.20547 32.03857 -1.255 0.749 -0.635
H -22.63733 -8.80973 32.33570 -0.013 -0.071 0.064
H -24.06051 -8.34921 31.42336 -0.227 0.072 -0.152
H -23.98204 -7.98775 33.15387 -0.005 -0.180 0.048
H -23.01549 -4.73035 32.18345 0.036 0.232 0.375
H -23.70215 -5.58643 33.60245 -0.032 -0.280 -0.035
H -24.42263 -5.66962 31.90271 -0.914 0.639 0.751
H -19.01770 -4.85462 32.63114 0.153 0.100 -0.383
H -20.54101 -3.97391 32.95591 0.079 0.272 0.020
H -20.46384 -5.69772 33.18081 0.252 0.066 0.479
H -19.88171 -3.31542 30.70148 0.150 -0.177 0.067
H -20.57208 -4.25153 29.36935 -0.045 0.010 0.016
H -21.62368 -3.50727 30.56383 -0.134 0.465 -0.160
H -21.45167 -9.56564 29.94789 -0.010 -0.416 0.116
H -20.89174 -8.46179 28.78259 0.648 0.146 -0.029
H -19.70801 -9.43359 29.83834 -0.025 0.282 -0.484
H -19.29036 -7.34502 32.38302 0.190 -0.231 -0.076
H -19.22934 -9.07753 31.88110 0.035 0.260 -0.313
H -20.54278 -8.48789 32.84331 -0.136 0.031 0.043
C -9.29268 -8.88033 38.54463 -0.499 -1.046 -0.505
N -10.72023 -8.63079 38.29046 -0.129 -0.698 -2.578
C -11.23035 -7.56557 39.05710 -1.893 1.145 -0.039
P -11.79034 -9.79759 37.54173 0.599 0.897 -0.334
O -12.11323 -10.84783 38.52572 -0.508 -0.221 -0.619
N -13.16524 -8.95614 36.91695 2.107 -1.194 2.493
C -13.08350 -7.72969 36.18709 -0.765 0.053 -0.377
C -14.35055 -9.77635 36.68040 0.343 0.639 -0.446
N -11.05657 -10.43566 36.13364 0.396 0.983 1.711
C -10.19274 -9.62921 35.27952 0.501 -0.834 0.427
C -11.39066 -11.77569 35.69072 -0.186 0.243 0.438
H -9.24489 -9.91699 38.87807 0.613 0.045 0.426
H -8.87728 -8.17272 39.26214 -0.450 -0.211 0.332
H -8.61934 -8.79204 37.69203 -0.306 0.048 -0.506
H -10.89719 -6.57817 38.73748 1.206 0.155 0.404
H -11.16609 -7.77366 40.12512 0.190 0.435 0.144
H -12.27304 -7.35022 38.82362 -0.491 -0.836 0.227
H -12.31045 -7.02275 36.48831 0.299 -0.450 0.155
H -13.00143 -7.92706 35.11826 0.181 0.243 -0.352
H -14.03365 -7.22091 36.34978 -0.207 0.301 -0.135
H -14.29422 -10.78604 37.08714 0.161 0.330 0.427
H -15.19929 -9.21323 37.06853 -0.355 -0.339 0.009
H -14.45119 -9.90149 35.60229 -0.318 0.009 -0.257
H -10.30457 -9.90737 34.23157 -0.513 0.429 -0.144
H -10.28326 -8.56129 35.47815 -0.299 -0.069 -0.295
H -9.16108 -9.91022 35.49124 0.414 0.159 0.064
H -12.25274 -11.66414 35.03309 0.057 -0.654 -0.496
H -11.66445 -12.42445 36.52274 -0.163 0.283 0.173
H -10.53579 -12.27466 35.23429 -0.007 0.198 -0.405
C -11.08044 -10.28929 27.17792 -1.306 -0.488 -0.447
N -9.73182 -10.48411 27.57448 1.526 -2.502 -3.583
C -9.38320 -9.82609 28.74861 0.999 0.533 0.230
P -8.80348 -11.86759 27.02550 -2.649 0.496 0.369
O -7.38523 -11.86363 27.43386 -0.667 -0.135 0.399
N -9.77260 -13.19761 27.72301 1.183 0.145 -1.872
C -9.21761 -14.18795 28.60432 1.595 0.087 0.524
C -11.08642 -13.58100 27.23175 -1.068 1.587 0.520
N -9.03664 -11.82030 25.30900 -0.712 -1.961 2.563
C -8.55108 -10.69541 24.57675 -0.855 0.510 -0.751
C -8.89963 -13.13674 24.68756 0.612 -0.039 -0.360
H -11.76812 -10.71386 27.90932 -0.317 -0.110 0.287
H -11.33525 -10.74349 26.22039 0.291 -0.194 -0.073
H -11.39312 -9.24925 27.08503 0.595 0.286 0.062
H -9.89199 -10.28626 29.59564 0.018 0.411 0.575
H -9.66879 -8.79767 28.52748 0.036 0.372 1.030
H -8.29692 -9.90109 28.79857 0.002 0.221 0.731
H -9.51898 -15.21909 28.41990 -0.509 0.113 -0.256
H -8.13273 -14.23255 28.50868 0.157 0.280 0.095
H -9.42806 -13.92402 29.64075 -0.105 -0.232 0.241
H -11.50615 -14.50500 27.62943 0.942 -0.591 -0.302
H -11.80378 -12.91099 27.70563 -0.394 0.493 -0.485
H -11.19575 -13.50463 26.14993 -0.061 -0.168 0.022
H -7.71585 -10.91902 23.91306 0.617 0.054 0.570
H -9.33989 -10.42751 23.87383 -0.189 0.362 -0.193
H -8.43503 -9.84165 25.24438 0.476 -0.075 -0.168
H -9.14163 -13.12500 23.62483 -0.498 0.290 -0.008
H -9.49033 -13.90584 25.18519 -0.051 0.229 -0.045
H -7.86620 -13.48332 24.68788 0.336 -0.044 0.226
C -12.43721 -9.05579 23.60219 -1.565 0.131 0.226
N -13.11248 -10.29646 23.18621 0.504 -0.898 -0.851
C -12.09930 -11.30659 22.70295 -0.691 -0.275 0.582
P -14.76669 -10.57247 23.59056 -0.532 0.389 -0.265
O -15.60346 -9.33813 23.88786 2.112 -1.596 0.290
N -15.39081 -11.31745 22.19437 1.424 -0.776 1.184
C -16.66276 -12.02791 22.32365 0.877 -0.139 -0.612
C -15.12640 -10.64866 20.91177 -0.180 0.792 0.867
N -14.77249 -11.72884 24.86089 -1.698 2.433 -0.689
C -15.36423 -11.40090 26.16427 0.126 1.469 -0.379
C -14.24520 -13.03360 24.74943 0.308 -0.510 0.016
H -12.61390 -8.93474 24.67093 0.670 0.176 0.251
H -12.94171 -8.20085 23.15201 0.159 0.128 -0.219
H -11.38513 -9.05340 23.31720 -0.162 -0.124 0.208
H -11.21344 -11.33912 23.33720 -0.112 0.343 0.480
H -11.68659 -11.15302 21.70585 -0.454 0.571 -0.307
H -12.42617 -12.34634 22.71595 -0.538 0.234 -0.041
H -16.83773 -12.40699 23.33051 -0.053 0.571 0.151
H -17.44883 -11.37500 21.94430 -0.448 -0.305 0.232
H -16.54922 -12.93541 21.73063 -0.508 -0.017 -0.381
H -15.68497 -11.06140 20.07168 0.114 -0.388 0.237
H -15.45107 -9.61585 21.03823 -0.145 0.316 -0.382
H -14.05849 -10.59015 20.70143 -0.063 -0.363 -0.084
H -15.91369 -10.45959 26.15387 -0.475 -0.083 -0.849
H -16.06406 -12.15257 26.52938 0.419 -0.285 0.004
H -14.62024 -11.03768 26.87325 0.458 -1.075 0.529
H -13.47200 -13.14336 25.50983 0.627 -0.305 -0.315
H -13.92705 -13.19041 23.71875 0.314 -0.297 0.298
H -14.97467 -13.80531 24.99525 -0.423 -0.099 -0.091
C -12.81599 -7.33888 28.36892 -0.127 0.602 0.269
N -13.20819 -7.32771 29.78977 -0.528 -1.230 0.133
C -12.88892 -6.09966 30.53395 0.266 -0.142 -0.801
P -14.43865 -8.40595 30.25669 0.853 1.442 0.787
O -14.61552 -9.54904 29.33529 0.028 -0.030 -0.088
N -14.02688 -8.75293 31.85768 2.011 0.622 -1.412
C -12.64551 -9.26689 32.19385 -1.374 0.627 -0.344
C -15.07752 -9.20095 32.72639 0.079 0.297 -0.019
N -15.84715 -7.50703 30.36800 -0.438 -1.487 -0.186
C -17.12851 -8.04128 29.87758 0.584 0.478 -0.690
C -15.98619 -6.24410 31.05578 0.192 -0.249 -0.098
H -13.01256 -8.29781 27.88944 0.107 0.011 0.414
H -11.77306 -7.03529 28.27814 0.334 -0.420 0.153
H -13.31148 -6.58550 27.75652 -0.564 0.081 0.223
H -11.85815 -5.84072 30.29195 0.144 0.062 0.060
H -12.95085 -6.15898 31.62057 -0.104 -0.484 -0.110
H -13.51270 -5.27617 30.18632 -0.115 0.250 0.017
H -12.38445 -8.94685 33.20257 -0.220 -0.310 0.192
H -12.70967 -10.34816 32.07206 0.599 -0.125 0.244
H -11.86374 -8.81883 31.58053 -0.334 -0.133 -0.393
H -14.65305 -9.88719 33.45919 -0.285 -0.124 -0.036
H -15.45399 -8.31511 33.23792 -0.480 -0.266 0.295
H -15.84337 -9.68638 32.12147 -0.353 -0.178 0.442
H -17.68001 -8.65879 30.58655 0.135 0.105 0.197
H -17.71720 -7.16758 29.59792 -0.388 -0.075 0.135
H -17.00362 -8.60676 28.95414 0.231 -0.148 0.120
H -16.93952 -6.24764 31.58423 -0.042 0.174 0.230
H -15.99997 -5.45053 30.30867 -0.014 0.412 0.166
H -15.17078 -6.09691 31.76398 -0.115 0.114 0.007
```
Positions in Å, forces in eV/Å.

Summary:
- LUMO level (Eh) = 0.015
- DFT total energy (eV) = -245534.185
- energy above the lowest of the compared OMol25 structures with the same formula, charge and spin (kcal per mole) = 134.9
- highest occupied orbital energy (eV) = -7.7964
- SMILES string = CN(C)P(=O)(N(C)C)N(C)C.CN(C)P(=O)(N(C)C)N(C)C.CN(C)P(=O)(N(C)C)N(C)C.CN(C)P(=O)(N(C)C)N(C)C.CN(C)P(=O)(N(C)C)N(C)C.CN(C)P(=O)(N(C)C)N(C)C.CN(C)P(=O)(N(C)C)N(C)C.CN(C)P(=O)(N(C)C)N(C)C.CN(C)P(=O)(N(C)C)N(C)C.CN(C)P(=O)(N(C)C)N(C)C.CN(C)P(=O)(N(C)C)N(C)C
- molecular weight (g/mol) = 1971.24
- frontier orbital gap (eV) = 8.204

Löwdin atomic charge list, values in e, 99 entries: -0.1213 -0.2836 -0.1524 0.6511 -0.2886 -0.3045 -0.0873 -0.1471 -0.3013 -0.1015 -0.1061 0.0354 0.0775 0.0741 0.0789 0.0834 0.0703 0.0703 0.0522 0.0684 0.0737 0.0722 0.0807 0.0741 0.0353 0.0713 0.0767 0.0729 0.0703 -0.1114 -0.3048 -0.0873 0.6621 -0.3186 -0.3009 -0.1169 -0.1068 -0.3144 -0.1349 -0.1311 0.0718 0.0738 0.0755 0.0814 0.0462 0.0812 0.0593 0.0707 0.0722 0.0746 0.0496 0.0699 0.0658 0.0510 0.0699 0.0539 0.0823 0.0615 -0.1172 -0.2818 -0.1049 0.6009 -0.3204 -0.2770 -0.1087 -0.1208 -0.3107 -0.0734 -0.1042 0.0697 0.0496 0.0601 0.0872 0.0678 0.0698 0.0752 0.0705 0.0638 0.0585 0.0539 0.0785 0.0711 0.0764 0.0762 0.0623 0.0757 0.0548 -0.1151 -0.3034 -0.1083 0.6175 -0.2956 -0.2877 -0.1079 -0.1386 -0.2846 -0.1118 -0.1160 0.0741